Record 1
9
Properties=species:S:1:pos:R:3:forces:R:3 method="wB97M-V/def2-TZVPD" de_lowest_kcal_mol=11.0 homo_ev=-9.169 gap_ha=0.3256
C 0.83319 1.18023 0.18260 2.19 -0.29 -1.10
C -0.91098 0.14397 0.15143 -3.25 -1.55 0.04
N 0.44423 -0.06896 0.24844 -0.69 1.11 0.33
N -1.29261 1.39585 -0.00006 0.03 -1.36 -0.33
N -2.02718 -0.85418 0.30342 2.20 1.48 -0.40
O -0.11347 2.05454 -0.05593 0.82 1.13 0.79
I -3.82547 0.12998 0.00405 -0.03 -0.90 -0.03
H 1.87584 1.60298 0.13058 -1.28 -0.80 0.29
H -1.93591 -1.71790 -0.26980 0.02 1.19 0.41

***

Record 2
19
Properties=species:S:1:pos:R:3:forces:R:3 method="wB97M-V/def2-TZVPD" de_lowest_kcal_mol=89.3 smiles="CO[C@@]1(O)C=C(C)NN1" homo_ev=-7.886 gap_ha=0.3240
C -0.49424 -0.92442 -0.03756 -0.21 2.33 0.10
C -1.51520 -0.05405 0.12021 -1.31 -2.37 -1.59
C 0.75444 -0.10771 -0.22852 0.57 -0.55 1.53
C -2.96178 -0.52631 0.17807 1.00 1.66 3.89
C 2.97740 0.06688 0.52629 0.19 -0.98 1.66
N -1.10714 1.21424 0.02580 -1.27 1.29 0.45
N 0.20065 1.22788 -0.46774 0.27 0.78 -0.07
O 1.57825 -0.50662 -1.27416 -1.28 -0.52 -1.18
O 1.61460 -0.12671 0.91284 -0.48 -0.95 -0.65
H -0.68493 -1.94686 0.00770 0.53 -1.54 0.09
H -3.28244 -0.24307 1.24485 -0.08 -0.22 -1.43
H -3.07060 -1.57030 0.17593 0.45 -1.49 -0.19
H -3.67787 -0.15622 -0.48933 -0.63 1.09 -1.18
H 3.42744 0.26045 1.50732 0.60 -0.49 -0.47
H 2.94692 0.96416 0.03133 0.73 2.40 -1.50
H 3.47519 -0.67615 -0.16212 -0.71 0.39 1.34
H -1.66313 1.98990 -0.30845 -0.23 -0.54 -0.14
H 0.58837 1.96441 0.10285 1.25 -0.25 -0.05
H 0.89408 -0.84949 -1.86532 0.62 -0.03 -0.62

***

Record 3
17
Properties=species:S:1:pos:R:3:forces:R:3 method="wB97M-V/def2-TZVPD" spin_multiplicity=3 de_lowest_kcal_mol=9.2 homo_ev="-5.593 / -9.216" gap_ha="0.2315 / 0.2181"
C 2.97563 -0.35019 -0.16302 0.68 -1.35 0.44
C -0.93460 -0.01348 1.30757 -1.38 1.13 0.34
C -1.60506 0.96890 -0.81602 -0.47 0.94 0.14
C -0.46799 0.25565 -0.10248 1.15 1.57 0.93
N 2.65968 -0.47279 1.01070 -0.82 2.02 0.85
N 0.19059 -0.88235 -0.72696 1.34 1.34 -2.52
S 3.42815 0.07713 -1.64255 0.07 0.45 -0.95
Cl -0.73296 -2.27497 -1.13942 -0.71 -0.07 0.21
H -0.37411 -0.71002 1.87298 1.23 -0.41 0.48
H -0.91978 1.02634 1.77220 -0.37 -1.63 -0.01
H -1.94545 -0.47187 1.33362 0.22 0.65 -0.13
H -1.34458 1.59124 -1.69668 0.05 -0.53 0.46
H -2.10868 1.62524 -0.06731 0.54 -0.13 -0.59
H -2.39659 0.28112 -1.06878 -0.15 -0.49 -0.40
H 0.40226 1.03358 0.07560 -1.27 -1.60 -0.84
H 0.50352 -0.52277 -1.69248 -0.41 -0.84 1.84
H 2.66997 -1.16076 1.74304 0.30 -1.06 -0.22

***

Record 4
13
Properties=species:S:1:pos:R:3:forces:R:3 method="wB97M-V/def2-TZVPD" de_lowest_kcal_mol=72.1 homo_ev="-7.783 / -7.763" gap_ha="0.2281 / 0.2231"
C 1.66950 -1.43055 -0.01139 1.30 -2.44 -0.26
C 0.79798 0.83331 -0.26408 -2.45 -0.59 -1.13
C -0.71827 -0.96884 0.09759 0.76 -5.48 2.45
N 0.66954 -0.60431 0.01053 0.39 1.49 -0.92
O 1.85765 -2.61898 -0.03053 -0.37 2.48 0.24
S 5.08551 1.75622 0.08193 -0.74 -0.60 -0.04
I 4.09768 -0.39999 -0.02086 -0.37 -0.25 0.02
H 1.83325 1.13951 -0.30282 -0.15 0.54 0.47
H 0.24347 1.03314 -1.24864 1.24 -0.29 0.95
H 0.03580 1.18453 0.44983 1.24 1.19 0.21
H -1.19223 -0.56572 0.98372 -0.06 0.33 -0.06
H -1.29022 -0.95686 -0.75562 -1.02 1.33 -2.32
H -0.74655 -2.15584 0.20576 0.22 2.29 0.40

***

Record 5
16
Properties=species:S:1:pos:R:3:forces:R:3 method="wB97M-V/def2-TZVPD" de_lowest_kcal_mol=11.8 homo_ev=-1.617 charge=-1 gap_ha=0.1670
C 1.08508 3.63469 1.92818 -0.48 0.23 0.70
O 1.16464 4.82061 2.58255 0.31 -0.23 -0.63
H 0.34300 3.57957 1.08454 -0.18 0.11 0.02
H 1.99151 3.19918 1.43942 0.51 0.28 0.03
H 0.77737 2.82016 2.62961 -0.16 -0.40 -0.11
C -1.26613 -3.40653 -0.50946 0.21 0.46 0.59
C -1.20652 -2.54254 -1.75685 -0.58 0.32 -0.20
C 0.20176 -2.12544 -2.14038 -0.08 -0.32 0.09
H -0.66721 -4.31686 -0.55679 0.06 0.01 -0.22
H -2.28362 -3.68653 -0.24576 -0.13 -0.04 -0.11
H -0.88873 -2.80946 0.32856 0.04 -0.21 0.04
H -1.76506 -1.61938 -1.56012 -0.21 -0.22 -0.08
H -1.71918 -3.06299 -2.57190 0.13 0.10 -0.11
H 0.26596 -1.60876 -3.09711 -0.17 -0.12 -0.11
H 0.57566 -1.41913 -1.39751 0.29 -0.28 0.09
H 0.79588 -3.04173 -2.18560 0.43 0.31 0.02

***

Record 6
90
Properties=species:S:1:pos:R:3:forces:R:3 method="wB97M-V/def2-TZVPD" de_lowest_kcal_mol=12.2 homo_ev=-10.026 charge=+1 gap_ha=0.2866
Zn -0.79420 0.25972 -0.77676 -0.55 -0.97 0.20
F -0.85198 -0.98703 0.85735 -0.11 0.56 -0.40
C -0.38730 -4.66671 1.25777 0.87 0.72 2.14
O -1.01287 -4.25714 2.23903 -1.02 -1.17 -1.08
N -0.28090 -5.85244 0.71283 -3.29 -4.37 0.19
N 0.56913 -3.98258 0.74488 3.08 4.49 -1.48
H 0.43715 -6.13462 0.06100 -0.40 -0.05 0.56
H -0.86468 -6.50686 1.21386 0.28 -0.76 -0.72
H 1.06171 -4.34323 -0.05972 0.18 0.65 0.47
H 0.82564 -3.15321 1.26106 0.26 0.32 -0.65
C -0.54418 -2.28165 5.13366 -0.38 -0.63 -0.26
O -0.37768 -1.88041 6.22895 0.02 1.19 5.09
N -1.25999 -3.28071 4.73427 -3.23 -3.94 0.40
N 0.00904 -1.69948 4.14525 2.97 3.74 -4.27
H -1.71833 -3.82815 5.44865 0.20 -0.07 -0.29
H -1.19239 -3.62222 3.78616 -0.14 -0.14 0.32
H -0.10927 -1.93873 3.17115 -0.19 0.10 0.22
H 0.36014 -0.77534 4.35208 0.00 -0.63 -0.26
C -3.99038 1.05935 -1.46533 2.07 -2.32 1.21
O -2.80254 0.85486 -1.05804 -2.26 0.98 -0.25
N -5.03324 0.96683 -0.61672 0.12 0.65 0.22
N -4.22015 1.10932 -2.77525 0.08 0.34 -0.77
H -4.75311 1.00550 0.35288 -0.24 -0.10 0.22
H -5.97904 0.75839 -0.90328 0.35 0.23 0.07
H -5.09685 1.39173 -3.18965 0.39 -0.12 0.01
H -3.37002 0.92523 -3.28857 -0.37 0.22 -0.45
C 2.26330 -0.40344 -0.62674 1.87 -3.77 1.69
O 1.17895 -0.11431 -1.02411 -2.80 1.63 -1.41
N 2.66987 -1.66894 -0.47960 0.32 -1.74 -0.50
N 3.18441 0.39625 -0.16970 0.76 3.53 0.07
H 3.63508 -1.74713 -0.19260 -0.58 -0.94 0.16
H 2.01711 -2.43910 -0.50872 0.41 0.34 -0.12
H 4.13553 0.15704 0.07162 -0.53 0.02 -0.04
H 2.88886 1.33407 -0.40046 0.96 0.59 0.37
C 2.32153 -0.05648 3.35688 -1.38 -2.60 -1.86
O 2.78193 -1.12259 2.99730 1.41 -0.60 -0.68
N 2.73678 0.62437 4.37801 2.80 1.97 3.46
N 1.18585 0.40614 2.85554 -1.22 2.10 -0.65
H 2.33038 1.46416 4.76492 0.03 -0.30 -0.34
H 3.63664 0.35010 4.74561 -0.31 0.00 0.18
H 0.88026 1.23920 3.33798 -0.71 -0.04 -0.96
H 0.74063 0.03660 2.02771 -0.25 -0.07 0.07
C -0.93951 2.86502 1.11203 0.03 -5.44 -1.00
O -0.68344 1.99268 0.29394 1.30 0.17 -2.15
N -1.31386 2.53011 2.27228 -1.91 -1.37 5.26
N -0.84348 4.11123 1.01990 1.57 8.17 -2.88
H -1.50619 3.32477 2.86527 -0.26 -0.95 0.69
H -1.65468 1.59703 2.45478 -0.45 0.06 0.12
H -0.24050 4.51321 0.31639 -0.43 -0.11 -0.06
H -1.46336 4.77180 1.46655 0.22 -0.37 0.06
C -4.33878 -0.30130 2.34654 0.98 -0.02 0.88
O -3.82313 0.76805 2.32589 1.82 4.75 -0.81
N -5.58993 -0.47260 2.36328 -6.39 0.54 -0.02
N -3.67844 -1.38296 2.39607 4.49 -4.87 -0.44
H -6.00108 -1.35896 2.10751 -0.23 0.55 0.10
H -6.04797 0.42747 2.34971 -0.98 -0.59 0.07
H -3.89199 -2.18905 2.96590 -0.02 0.23 -0.26
H -2.72471 -1.21784 2.10758 0.66 -0.62 0.37
C -1.92028 -2.61006 -2.05727 1.67 1.60 1.34
O -1.28526 -1.53590 -2.06711 -0.55 -0.46 -0.89
N -1.88683 -3.55329 -2.99098 0.28 0.20 -1.65
N -2.59141 -3.01181 -1.00415 -1.52 -0.24 2.24
H -2.08814 -4.47920 -2.64133 0.42 0.01 -1.07
H -1.35256 -3.26158 -3.79693 -0.02 -1.01 -0.13
H -3.10153 -3.88304 -1.03302 0.02 0.40 0.35
H -2.51354 -2.47696 -0.15094 0.02 -0.04 0.11
C -0.23882 2.16742 -3.35216 0.16 -4.19 -0.71
O -0.54412 1.17318 -2.72250 -1.29 -1.34 0.70
N -0.05540 2.13081 -4.65889 -0.38 -0.58 -2.65
N 0.09509 3.26789 -2.85150 2.05 6.98 3.03
H -0.41840 1.31907 -5.13785 0.48 0.28 -0.21
H 0.44010 2.88221 -5.11711 -0.42 -0.54 -0.34
H 0.58206 3.91816 -3.45159 -0.31 0.07 0.11
H 0.32440 3.43711 -1.88254 -0.31 -0.96 0.02
C 4.06808 0.07975 -4.47028 1.88 1.07 -0.27
O 3.27556 -0.65665 -4.94475 -2.54 -2.24 -0.97
N 5.34744 0.08817 -4.90201 0.94 -0.82 -0.75
N 3.81738 0.98338 -3.54189 -0.59 1.25 1.28
H 6.07802 0.73417 -4.63926 -0.16 -0.53 -0.16
H 5.46531 -0.75857 -5.43983 0.99 0.47 -0.22
H 4.61444 1.53128 -3.25103 -0.97 0.11 0.50
H 2.86284 0.97658 -3.21188 0.33 0.63 0.53
C 3.29245 3.86117 -0.94091 1.64 -1.77 -1.59
O 2.55371 2.93121 -1.04864 -2.70 -1.47 0.17
N 2.98883 5.14144 -0.86889 -2.79 3.33 0.85
N 4.58374 3.76149 -1.14824 3.70 -0.36 -0.59
H 3.23055 5.53015 0.03143 -0.02 0.55 -0.04
H 2.00057 5.18470 -1.07275 -0.25 0.78 0.49
H 4.96104 2.92683 -1.57378 -0.13 -0.02 0.49
H 4.94482 4.62586 -1.52584 0.54 -0.31 0.18

***

Record 7
50
Properties=species:S:1:pos:R:3:forces:R:3 method="wB97M-V/def2-TZVPD" homo_ev=0.412 charge=-2 gap_ha=0.1360
Li 0.32509 1.11516 -0.34537 0.10 0.15 0.06
C -1.74258 4.74792 -1.45079 0.00 0.02 0.01
C -1.34870 3.45736 -0.76992 0.05 0.01 0.06
N -0.32184 2.77277 -1.15634 -0.05 -0.01 -0.12
N 0.41486 3.34155 -2.19341 0.00 0.00 -0.03
C 1.58540 2.82412 -2.34704 0.01 0.03 0.00
S 2.38238 1.56122 -1.48654 -0.01 -0.03 -0.01
S 2.53952 3.69659 -3.61708 -0.01 -0.01 0.02
C 3.63998 4.57747 -2.46029 0.01 0.04 0.04
C 2.88868 5.54911 -1.59409 0.00 -0.03 0.00
C 2.64976 6.85269 -2.01849 0.01 0.01 0.01
C 1.89037 7.72276 -1.25011 0.01 0.00 -0.01
C 1.34769 7.29345 -0.04588 0.00 0.00 0.00
C 1.57690 5.99391 0.38435 0.01 0.00 -0.01
C 2.34805 5.13028 -0.38039 -0.01 0.00 -0.01
C -2.14249 3.01521 0.38599 0.01 -0.02 0.01
C -3.34280 3.68943 0.66969 0.00 0.00 -0.01
C -4.13718 3.40236 1.75816 0.00 0.00 0.00
C -3.71975 2.39492 2.63739 0.01 -0.01 0.01
C -2.55448 1.71334 2.40928 -0.01 0.01 0.00
C -1.71502 1.96354 1.27745 0.02 0.06 -0.01
O -0.65209 1.27439 1.13370 -0.07 -0.10 0.06
H -1.01847 5.00371 -2.21513 0.01 0.00 0.00
H -1.80599 5.55648 -0.72088 0.00 0.00 0.00
H -2.72682 4.63958 -1.91169 0.00 0.00 -0.01
H 4.37522 5.09299 -3.08030 -0.01 0.00 -0.02
H 4.15063 3.82607 -1.85756 0.00 -0.01 -0.01
H 3.04630 7.17902 -2.97416 0.00 0.00 0.00
H 1.70944 8.73303 -1.59850 0.00 0.00 0.00
H 0.73792 7.96438 0.54730 0.00 0.00 0.00
H 1.13711 5.63864 1.30821 0.00 0.00 0.00
H 2.50005 4.10545 -0.06019 0.00 0.00 0.00
H -3.67163 4.47067 -0.00294 0.00 0.00 0.00
H -5.06258 3.94017 1.92223 0.00 0.00 0.00
H -4.32512 2.14509 3.50326 0.00 0.00 0.00
H -2.22610 0.92446 3.07523 0.00 0.00 0.00
F -3.57873 -7.92604 -4.28692 0.00 0.00 -0.01
C -3.38309 -6.70718 -3.64006 0.00 0.01 -0.01
C -2.81958 -6.67802 -2.37579 0.01 0.00 0.01
C -2.62354 -5.47497 -1.72809 0.00 -0.02 0.01
C -2.98611 -4.19995 -2.30345 -0.01 -0.01 0.01
C -2.80733 -2.99497 -1.65336 -0.11 -0.08 -0.01
C -3.55454 -4.31481 -3.62743 -0.01 0.00 -0.01
C -3.74515 -5.52448 -4.26403 0.00 -0.01 0.00
H -2.53184 -7.61083 -1.89994 0.00 0.00 0.00
H -2.17748 -5.48184 -0.73848 0.00 0.01 0.00
H -2.41741 -2.95449 -0.64372 0.04 -0.02 -0.01
H -3.13697 -2.06447 -2.09903 0.04 0.00 -0.03
H -3.84369 -3.40361 -4.14157 0.00 0.00 0.01
H -4.17786 -5.55794 -5.25947 0.00 0.00 0.00

***

Record 8
67
Properties=species:S:1:pos:R:3:forces:R:3 method="wB97M-V/def2-TZVPD" spin_multiplicity=5 de_lowest_kcal_mol=4.7 homo_ev="-13.944 / -14.445" charge=+2 gap_ha="0.2735 / 0.2181"
Ru 1.04674 -0.88896 -1.70437 0.75 0.07 -0.88
C -5.09587 2.71771 -2.31892 0.14 -0.09 0.10
C -4.46154 2.17823 -1.03904 -0.37 0.19 0.22
C -4.20397 3.34811 -0.07349 0.06 -0.10 -0.18
C -5.43033 1.17796 -0.38197 0.12 0.08 -0.17
C -3.16327 1.45858 -1.29305 0.29 -0.14 -0.22
C -2.58754 1.29931 -2.55199 0.00 -0.09 0.29
C -1.42226 0.57169 -2.69460 -0.14 0.09 -0.46
N -0.78376 0.00514 -1.67204 -0.34 0.40 0.26
C -1.28923 0.18456 -0.43294 -0.63 0.26 0.02
C -2.46581 0.88516 -0.22934 0.42 -0.22 -0.07
C -0.49429 -0.40294 0.65125 -0.15 0.03 0.47
C -0.86674 -0.33582 1.98472 0.20 -0.06 -0.28
C -0.07051 -0.88855 2.98484 0.06 0.01 -0.39
C 1.10920 -1.50755 2.55588 -0.08 0.06 -0.28
C 1.41915 -1.55304 1.21686 0.40 -0.31 0.42
N 0.64976 -1.01262 0.26231 -0.50 0.13 0.95
C -0.44943 -0.85675 4.43831 -0.04 -0.04 0.38
C 0.65656 -0.13554 5.22546 -0.12 -0.01 -0.15
C -0.57074 -2.31350 4.91796 -0.05 0.15 -0.09
C -1.77915 -0.13998 4.66956 0.17 -0.09 -0.05
H -6.03529 3.20861 -2.07954 -0.06 0.03 0.04
H -5.31436 1.91557 -3.01965 -0.04 -0.07 -0.14
H -4.45551 3.45279 -2.80080 0.06 0.09 -0.11
H -5.13425 3.87828 0.11280 -0.08 0.03 0.01
H -3.49177 4.04823 -0.50506 0.06 0.12 0.01
H -3.81812 3.00475 0.88278 0.04 0.00 0.14
H -6.38655 1.66204 -0.20392 -0.09 0.04 0.02
H -5.05188 0.81892 0.57153 -0.01 -0.06 0.12
H -5.59198 0.32424 -1.03657 -0.09 -0.12 -0.02
H -3.03546 1.72729 -3.43033 -0.08 0.03 -0.16
H -0.99847 0.43170 -3.67997 0.04 -0.01 0.11
H -2.84472 0.99621 0.76975 -0.06 0.02 0.15
H -1.78518 0.15769 2.24407 -0.08 0.03 0.03
H 1.78914 -1.96381 3.25451 0.07 -0.07 0.10
H 2.32210 -2.05619 0.89369 -0.05 0.09 -0.05
H 1.60648 -0.65737 5.15784 0.14 -0.06 0.01
H 0.37647 -0.08043 6.27334 -0.02 -0.02 0.11
H 0.78856 0.87875 4.85500 0.05 0.13 0.01
H 0.37572 -2.84118 4.84658 0.11 -0.09 0.02
H -1.31130 -2.84658 4.32583 -0.09 -0.12 -0.01
H -0.88884 -2.32533 5.95593 -0.02 -0.02 0.13
H -1.72426 0.90179 4.35922 -0.07 0.13 -0.03
H -2.02071 -0.15328 5.72802 0.00 -0.01 0.10
H -2.59077 -0.63859 4.14341 -0.15 0.00 -0.04
I 4.02781 3.60554 -1.06701 0.39 -0.59 -0.02
C 4.62384 1.60294 -1.15150 -0.15 0.97 0.09
C 5.94934 1.22102 -1.06537 0.01 0.15 -0.02
C 6.31795 -0.11234 -1.11766 0.88 0.04 0.03
I 8.36131 -0.57103 -0.95806 -0.76 0.14 -0.06
C 5.33209 -1.13349 -1.29468 -0.79 -0.21 -0.11
C 5.61766 -2.50666 -1.40377 -0.21 0.04 0.04
C 4.59228 -3.40647 -1.58969 0.01 0.19 -0.02
C 3.27840 -2.94003 -1.66246 0.14 -0.44 -0.01
N 2.97853 -1.65554 -1.55293 0.28 0.01 0.22
C 3.97057 -0.75098 -1.38230 0.58 -0.29 0.03
C 3.57237 0.64865 -1.29407 -0.15 0.26 0.04
O 2.37069 1.00316 -1.34254 -0.09 -0.67 -0.08
H 6.70828 1.98204 -0.96389 0.06 0.03 0.04
H 6.64259 -2.84044 -1.33462 0.05 -0.06 -0.03
H 4.79145 -4.46211 -1.68447 -0.02 -0.07 -0.01
H 2.45101 -3.62865 -1.81039 0.10 0.10 0.01
N 1.18440 -0.92454 -3.57409 -0.12 -0.14 0.88
C 1.08822 -0.82124 -4.75423 0.06 0.29 -2.60
N 1.13615 -0.66147 -5.96136 1.10 -0.11 2.78
C 0.52225 -0.65118 -7.08268 -1.13 -0.09 -1.48
N -0.04319 -0.63249 -8.08609 0.00 0.03 -0.21